[1]
This record from OMol25 describes a structure of composition C38H38AsN7NaO2S3 at a distorted geometry. The level of theory is the ωB97M-V functional and the def2-TZVPD basis.

The geometry in XYZ format:
```
90
Properties=species:S:1:pos:R:3:mulliken_charge:R:1
Na 0.42 1.30 0.20 1.229
S 1.10 1.41 2.79 -0.461
C 2.63 1.54 2.04 0.352
C 3.83 1.41 2.77 -0.880
C 5.04 1.62 2.14 -0.251
C 5.05 1.95 0.78 -0.976
C 3.84 1.98 0.13 -0.354
N 2.66 1.78 0.71 0.046
H 3.77 1.18 3.82 0.432
H 5.97 1.52 2.69 0.349
H 5.98 2.16 0.26 0.411
H 3.80 2.17 -0.94 0.517
O 0.27 0.32 -4.07 -0.786
C 0.33 1.59 -4.51 0.188
C 0.39 1.82 -5.89 -0.763
C 0.48 3.11 -6.38 -0.254
C 0.49 4.19 -5.51 -0.804
C 0.41 3.98 -4.15 -0.253
C 0.33 2.69 -3.62 0.167
C 0.25 2.45 -2.15 0.579
O 0.31 1.23 -1.73 -1.041
N 0.14 3.54 -1.43 -0.296
N -0.03 3.39 -0.09 -0.082
C 0.06 4.46 0.58 -0.150
S 0.42 6.04 -0.19 -0.127
C 0.48 6.95 1.39 -0.556
C -0.51 6.30 2.33 -0.642
S -0.16 4.51 2.32 -0.043
H 0.25 0.41 -3.07 0.502
H 0.38 0.96 -6.55 0.417
H 0.53 3.26 -7.45 0.355
H 0.55 5.20 -5.91 0.393
H 0.40 4.80 -3.45 0.492
H 0.22 7.99 1.17 0.359
H 1.49 6.90 1.78 0.279
H -1.54 6.47 2.00 0.285
H -0.40 6.65 3.36 0.365
C -4.31 -2.56 0.01 -1.212
C -5.49 -1.60 -0.10 0.680
C -5.77 -1.26 -1.57 -1.657
C -5.23 -0.34 0.75 -1.205
N -4.08 0.43 0.31 0.731
C -2.83 0.45 0.80 -0.769
N -2.10 1.22 0.03 0.471
N -2.92 1.69 -0.92 -0.142
N -4.11 1.23 -0.77 -0.937
H -4.50 -3.46 -0.58 0.405
H -4.15 -2.86 1.05 0.358
H -3.39 -2.11 -0.37 0.233
H -6.38 -2.07 0.32 0.374
H -4.89 -0.82 -2.04 0.306
H -6.59 -0.54 -1.65 0.409
H -6.04 -2.16 -2.12 0.477
H -5.04 -0.63 1.78 0.396
H -6.10 0.32 0.71 0.429
H -2.49 -0.06 1.68 0.704
C -0.31 -6.43 -0.77 -0.474
C 0.97 -5.90 -0.83 -0.746
C 1.19 -4.57 -0.51 -0.319
C 0.15 -3.74 -0.10 0.530
C -1.14 -4.28 -0.09 0.245
C -1.37 -5.61 -0.41 -0.735
As 0.38 -1.82 0.40 0.742
C 0.00 -2.09 2.31 0.666
C 0.92 -1.96 3.34 0.115
C 0.52 -2.06 4.67 -0.772
C -0.81 -2.28 4.99 -0.625
C -1.74 -2.42 3.97 -0.764
C -1.33 -2.32 2.65 -0.521
C 2.31 -1.78 0.25 0.894
C 3.19 -2.52 1.04 -0.329
C 4.55 -2.51 0.78 -0.789
C 5.05 -1.79 -0.30 -0.625
C 4.18 -1.09 -1.12 -0.344
C 2.82 -1.07 -0.84 -1.215
H -0.49 -7.47 -1.02 0.353
H 1.80 -6.53 -1.13 0.396
H 2.20 -4.18 -0.58 0.305
H -1.98 -3.66 0.18 -0.348
H -2.38 -6.01 -0.38 0.414
H 1.96 -1.74 3.13 0.287
H 1.25 -1.93 5.46 0.410
H -1.12 -2.32 6.02 0.351
H -2.78 -2.58 4.21 0.410
H -2.07 -2.43 1.86 0.268
H 2.82 -3.13 1.85 0.561
H 5.23 -3.07 1.42 0.413
H 6.11 -1.77 -0.49 0.363
H 4.55 -0.55 -1.97 0.443
H 2.15 -0.50 -1.47 0.392
```

Values from the calculation:
**Relative energy (zero: lowest compared OMol25 entry of this formula, charge and spin)**: 23.42 kcal/mol
**HOMO energy**: -4.02 eV
**Total charge**: -1
**M**: 818.88 g mol⁻¹

***

[2]
This record from OMol25 describes a cluster of 2 separate species, C38H38BF3O5 in total at a distorted geometry. The level of theory is the ωB97M-V functional and the def2-TZVPD basis.

The geometry in XYZ format:
```
85
Properties=species:S:1:pos:R:3:mulliken_charge:R:1
C -2.07 7.28 -1.27 -1.372
C -1.85 6.14 -0.39 0.466
C -2.10 5.95 0.95 -0.875
C -1.67 4.63 1.26 -0.217
C -1.20 4.04 0.11 0.423
B -0.87 2.42 -0.04 1.134
C 0.81 2.61 -0.13 -0.303
C 1.69 2.27 0.90 -0.422
C 3.05 2.68 0.85 -0.918
C 3.51 3.43 -0.22 0.244
C 4.90 4.01 -0.27 0.773
F 5.53 3.64 -1.43 -0.272
F 4.89 5.38 -0.22 -0.261
F 5.68 3.58 0.76 -0.290
C 2.66 3.70 -1.29 -1.010
C 1.33 3.27 -1.25 -0.328
O -1.48 1.94 1.25 -0.648
C -2.62 1.15 0.88 1.473
C -2.16 -0.29 1.07 -1.005
C -3.86 1.36 1.76 -1.943
C -2.86 1.53 -0.68 1.675
C -3.45 0.37 -1.48 -1.496
C -3.73 2.79 -0.82 -1.965
O -1.52 1.81 -1.15 -0.543
O -1.29 4.98 -0.91 -0.407
H -2.70 8.03 -0.77 0.353
H -1.12 7.78 -1.51 0.278
H -2.57 6.99 -2.20 0.293
H -2.55 6.65 1.64 0.395
H -1.70 4.21 2.26 0.553
H 1.35 1.70 1.77 0.449
H 3.73 2.43 1.66 0.477
H 3.03 4.25 -2.15 0.374
H 0.68 3.49 -2.10 0.499
H -2.77 -1.02 0.51 0.343
H -1.10 -0.38 0.74 -0.550
H -2.21 -0.56 2.14 0.500
H -4.66 0.69 1.43 0.316
H -3.63 1.09 2.79 0.502
H -4.27 2.38 1.74 0.351
H -4.34 -0.02 -0.96 0.249
H -3.76 0.73 -2.46 0.481
H -2.71 -0.43 -1.61 0.058
H -4.79 2.56 -0.65 0.432
H -3.47 3.58 -0.09 0.321
H -3.63 3.23 -1.82 0.371
C -3.09 -5.11 -4.55 -0.792
O -2.44 -3.85 -4.84 -0.428
C -1.76 -3.19 -3.88 0.742
C -1.39 -1.84 -4.14 -0.778
C -0.65 -1.11 -3.24 -0.263
C -0.26 -1.63 -1.95 0.611
C 0.51 -0.83 -1.02 -0.893
C 1.10 -1.46 0.16 0.885
C 2.48 -1.47 0.51 -0.458
C 2.92 -2.17 1.64 -0.547
C 1.97 -2.84 2.43 0.022
O 2.30 -3.61 3.53 -0.430
C 3.36 -4.52 3.40 0.463
C 4.16 -4.59 4.55 -0.553
C 5.03 -5.67 4.69 -0.431
C 5.08 -6.66 3.70 -0.462
C 4.34 -6.51 2.51 -0.526
C 3.48 -5.42 2.33 -0.154
C 0.60 -2.73 2.20 -1.282
C 0.21 -2.16 1.02 -0.112
C -0.66 -3.00 -1.72 -0.088
C -1.41 -3.73 -2.63 -1.073
H -3.69 -5.37 -5.43 0.241
H -2.34 -5.90 -4.38 0.331
H -3.75 -5.01 -3.67 0.351
H -1.74 -1.40 -5.08 0.453
H -0.34 -0.11 -3.51 0.366
H 0.90 0.15 -1.29 0.603
H 3.22 -0.99 -0.15 0.529
H 3.98 -2.19 1.94 0.503
H 4.05 -3.79 5.28 0.371
H 5.65 -5.71 5.59 0.374
H 5.69 -7.54 3.85 0.372
H 4.45 -7.24 1.69 0.346
H 2.92 -5.26 1.40 0.378
H -0.09 -3.16 2.91 0.559
H -0.84 -2.24 0.75 0.775
H -0.33 -3.50 -0.82 0.592
H -1.75 -4.73 -2.35 0.443
```

Values from the calculation:
**Relative energy (zero: lowest compared OMol25 entry of this formula, charge and spin)**: 73.36 kcal/mol
**HOMO energy**: -6.20 eV
**M**: 642.52 g mol⁻¹

***

[3]
This record from OMol25 describes a structure of composition C38H38Br2N5O7RbS6 at a distorted geometry. The level of theory is the ωB97M-V functional and the def2-TZVPD basis.

The geometry in XYZ format:
```
97
Properties=species:S:1:pos:R:3:mulliken_charge:R:1
Rb 0.57 -0.88 -1.38 0.620
Br 7.60 -6.72 -1.79 -0.227
C 6.42 -5.52 -0.89 -0.723
C 6.58 -5.26 0.40 -0.592
C 5.63 -4.40 1.08 0.003
C 4.64 -3.73 0.46 -0.673
C 4.55 -3.73 -1.08 -0.127
C 5.33 -4.94 -1.69 -0.155
N 3.84 -2.88 1.21 -0.230
C 3.43 -3.07 2.38 -0.276
C 2.62 -2.01 3.08 0.386
C 2.49 -2.06 4.46 -0.682
C 1.80 -1.04 5.11 -0.370
C 1.26 -0.02 4.35 -0.668
C 1.38 -0.09 2.96 -0.391
N 2.02 -1.07 2.33 -0.105
H 7.39 -5.71 0.96 0.381
H 5.74 -4.28 2.15 0.463
H 4.83 -2.73 -1.42 0.695
H 5.68 -4.68 -2.69 0.612
H 3.50 -4.04 2.91 0.287
H 2.94 -2.87 5.01 0.379
H 1.71 -1.04 6.19 0.406
H 0.73 0.81 4.80 0.459
H 0.92 0.66 2.33 0.608
C -3.89 3.40 -3.00 -1.351
C -3.49 1.99 -3.32 0.792
C -4.19 1.18 -4.21 -0.472
C -3.80 -0.13 -4.42 -0.558
C -2.70 -0.59 -3.72 0.019
Br -2.13 -2.39 -3.90 -0.080
N -2.00 0.15 -2.89 0.217
C -2.38 1.42 -2.70 -0.777
H -4.18 3.94 -3.90 0.393
H -3.07 3.93 -2.51 0.294
H -4.74 3.41 -2.31 0.245
H -5.06 1.58 -4.73 0.395
H -4.33 -0.78 -5.10 0.415
H -1.80 2.00 -2.00 0.425
O 1.50 -1.92 -4.07 -0.597
S 2.91 -2.10 -3.72 1.361
O 3.81 -1.90 -4.84 -0.802
O 3.28 -1.36 -2.52 -0.685
C 3.12 -3.83 -3.28 -1.080
C 3.17 -4.69 -4.30 -0.520
C 3.40 -6.13 -4.13 -0.574
C 3.80 -6.62 -2.97 -1.173
C 3.99 -5.70 -1.81 0.160
C 3.28 -4.32 -1.85 1.375
S 1.73 -4.15 -0.89 1.527
O 2.05 -2.92 -0.18 -0.448
O 1.69 -5.36 -0.07 -0.867
O 0.55 -3.96 -1.74 -0.680
H 3.07 -4.30 -5.30 0.459
H 3.26 -6.77 -4.99 0.386
H 4.00 -7.68 -2.84 0.401
H 3.74 -6.19 -0.87 0.553
S -4.02 8.34 1.24 -0.425
C -3.04 6.99 1.12 0.166
S -3.67 5.38 1.01 -0.122
C -2.05 4.70 0.82 -0.064
N -1.14 5.62 0.85 -0.873
N -1.69 6.89 1.04 0.584
C -0.75 7.96 1.06 0.380
C 0.39 7.84 0.27 -0.333
C 1.33 8.85 0.28 -0.507
C 1.15 9.98 1.07 -0.423
C 0.01 10.08 1.85 -0.569
C -0.94 9.07 1.86 -0.475
S -1.86 3.02 0.61 -0.091
H 0.53 6.94 -0.31 0.488
H 2.22 8.75 -0.33 0.343
H 1.89 10.77 1.07 0.362
H -0.14 10.95 2.48 0.342
H -1.82 9.15 2.47 0.307
C -3.16 0.57 4.76 -1.618
C -2.59 0.27 3.38 0.988
C -3.19 -1.00 2.79 -0.971
S -2.58 -1.31 1.11 0.695
O -3.12 -2.63 0.68 -0.748
C -3.56 -0.02 0.25 0.130
C -4.66 -0.62 -0.62 0.059
C -5.86 -1.10 0.18 -1.501
H -2.71 1.47 5.18 0.393
H -2.97 -0.25 5.45 0.343
H -4.24 0.73 4.72 0.396
H -1.51 0.15 3.44 -0.318
H -2.76 1.12 2.72 -0.083
H -4.28 -0.98 2.75 0.395
H -2.88 -1.88 3.35 0.494
H -2.84 0.53 -0.35 -0.651
H -3.95 0.67 0.98 0.558
H -4.25 -1.45 -1.20 0.233
H -4.96 0.15 -1.34 0.263
H -5.59 -1.93 0.82 0.275
H -6.66 -1.43 -0.48 0.445
H -6.26 -0.29 0.80 0.308
```

Values from the calculation:
**Relative energy (zero: lowest compared OMol25 entry of this formula, charge and spin)**: 68.84 kcal/mol
**HOMO energy**: -3.31 eV
**Total charge**: -2
**M**: 1114.43 g mol⁻¹

***

Question: Among the records above, which one has the lowest M?
Answer: C38H38BF3O5